[1]
{"formula": "C26H23F12MgN5O6PS4", "method": "ωB97M-V/def2-TZVPD", "total_charge": 0, "homo_lumo_gap_ev": [6.03, 5.07], "homo_ev": [-7.99, -7.99], "multiplicity": 2, "symbols": ["S", "C", "C", "H", "C", "N", "S", "H", "F", "H", "F", "C", "H", "H", "N", "H", "O", "F", "H", "Mg", "F", "C", "O", "C", "H", "C", "O", "C", "H", "H", "H", "P", "S", "O", "H", "F", "C", "C", "C", "H", "S", "C", "H", "O", "H", "N", "H", "F", "C", "C", "H", "N", "H", "F", "F", "F", "C", "H", "H", "C", "C", "H", "F", "H", "N", "C", "C", "H", "C", "O", "C", "C", "F", "C", "C", "C", "F", "C"], "positions_angstrom": [[0.0621, -2.3651, -0.2026], [5.1892, -2.0381, -1.4189], [-1.0133, 0.3461, -7.6691], [-1.1379, 0.0830, -8.7084], [-1.5616, -0.0085, -5.3624], [0.3360, -0.4160, 2.7490], [-2.1405, 3.2801, 2.3386], [-0.0509, 2.3114, -3.3870], [-3.7520, -1.5013, 3.4068], [2.6042, -2.1482, 6.5710], [-3.6664, 1.9029, 4.1075], [0.1265, -0.4528, 5.0285], [7.1807, -1.2971, -1.1759], [0.6259, 2.5472, -5.7035], [-3.2427, 2.7752, 1.3497], [1.9333, 0.9387, -4.0355], [-1.7082, 3.2508, -0.6025], [-2.3828, -1.4234, 1.5971], [-0.3618, 0.4267, 8.2512], [-1.9626, 0.7277, 1.8874], [-3.6011, 4.0275, 4.4103], [0.0791, -0.0542, 7.3900], [-0.9790, 2.4332, 2.2558], [-0.4585, 0.1558, 6.1332], [-2.1151, -0.5332, -4.5985], [-4.0722, 2.2478, -1.1240], [-0.1648, -0.1126, 1.6191], [-0.0178, 1.7226, -5.9759], [3.1782, -3.3857, -2.4793], [-1.3225, 0.7797, 5.9849], [2.2156, -3.5186, -0.9757], [-4.0234, -1.3310, 1.8367], [-1.7715, -0.9968, -1.7881], [-1.6049, 0.2536, 3.6597], [3.3703, -1.0105, -3.3184], [-3.7140, 1.5995, -2.2459], [1.7322, 0.3839, -3.1176], [1.1785, -0.8839, 7.5441], [6.0371, -1.1289, 0.6276], [1.8666, -1.5221, -4.1288], [-2.5929, 2.3195, 0.0130], [3.7768, -1.9242, 0.5180], [1.6533, -1.7520, 4.3034], [-1.8966, 4.6781, 2.3246], [0.3727, 1.9249, -8.0744], [0.2996, 0.3243, -2.9176], [6.8422, -0.6811, 1.1875], [-4.1687, -1.0315, 0.2579], [2.2828, -1.0341, -3.2360], [6.2266, -1.4690, -0.7007], [4.6693, -1.1090, 2.2762], [1.9253, -1.7936, -2.0563], [-1.4917, 1.3501, -3.0181], [-4.1358, -2.8997, 1.6065], [-5.5789, -1.1367, 2.0552], [-1.8924, 2.8256, 4.9166], [-2.8854, 2.9692, 4.0289], [2.2121, 0.8987, -2.2755], [1.5788, -1.0696, 8.5291], [1.2362, -1.2799, 5.1766], [-1.7098, -0.3504, -6.6942], [2.8214, -2.1022, 0.9869], [-3.7991, 0.3328, 2.0461], [5.3417, -2.3224, -2.4505], [-0.4098, -0.2165, 3.7522], [1.7545, -1.4949, 6.4393], [0.7307, -1.5812, -1.5142], [-2.3712, -1.1588, -6.9705], [-0.1683, 1.3829, -7.3114], [-2.1093, 0.9630, 0.0019], [-0.7144, 1.0306, -4.9943], [4.8152, -1.3615, 1.2372], [-4.4460, 3.4739, -1.4937], [2.8102, -2.8465, -1.6010], [-0.1807, -0.6353, -2.1353], [-0.5293, 1.3404, -3.5294], [-5.1186, 1.6367, -0.5983], [3.9600, -2.2683, -0.8152]], "forces_ev_per_a": [[-0.27, 0.13, -0.45], [-0.08, -0.08, -0.02], [0.02, 0.00, -0.07], [0.01, -0.02, -0.10], [-0.01, 0.05, -0.04], [1.13, -0.35, -0.23], [0.24, 3.07, 1.83], [-0.02, -0.04, 0.07], [-0.36, -0.08, -0.36], [0.06, -0.06, -0.03], [0.08, 0.13, -0.37], [0.55, -0.28, 1.16], [0.08, 0.02, -0.03], [0.08, 0.09, 0.07], [-0.43, -0.34, 0.20], [-0.04, -0.08, 0.06], [0.23, 0.43, -0.21], [-0.35, 0.20, -0.11], [-0.06, 0.01, 0.02], [1.08, -2.37, 0.33], [0.07, 0.04, -0.42], [0.14, -0.14, -0.01], [0.67, -0.27, -0.07], [-0.06, -0.03, -0.38], [-0.09, -0.11, 0.07], [-0.64, 0.25, -0.25], [0.12, 0.19, 0.27], [-0.05, 0.03, 0.05], [-0.11, 0.00, 0.06], [-0.08, 0.03, 0.00], [0.11, -0.03, -0.17], [-0.05, -1.04, 0.31], [0.50, -0.48, -0.09], [-0.50, 0.05, 1.22], [-0.08, 0.05, 0.03], [0.23, -0.06, 0.30], [0.71, -0.25, -0.02], [0.00, 0.01, 0.10], [0.05, 0.03, -0.01], [0.12, 0.04, 0.08], [-1.13, 1.67, -3.58], [0.03, -0.03, -0.05], [0.10, -0.07, -0.03], [-0.16, 0.22, 0.01], [0.01, 0.05, -0.01], [-0.12, -0.62, 0.93], [0.11, 0.04, 0.09], [-0.12, -0.05, -0.01], [0.05, 0.50, -0.46], [0.04, 0.04, 0.00], [-0.02, 0.06, 0.09], [-0.94, 0.32, 0.16], [0.09, 0.05, 0.06], [-0.13, 0.06, 0.00], [0.03, 0.05, 0.01], [0.04, 0.21, -0.53], [-0.40, -0.04, 1.08], [-0.07, 0.03, -0.10], [0.07, 0.01, 0.10], [-0.17, 0.03, -0.02], [-0.03, -0.07, 0.04], [-0.15, 0.01, 0.14], [-0.95, -0.35, 0.02], [0.03, -0.05, -0.14], [0.22, -0.03, -0.45], [-0.07, 0.07, 0.05], [0.99, -1.13, 0.52], [-0.05, -0.03, -0.03], [0.02, -0.03, -0.09], [0.02, -0.40, -0.09], [0.04, 0.07, -0.01], [-0.05, 0.02, 0.08], [0.28, -0.01, 0.33], [0.34, -0.22, 0.29], [-0.85, 0.73, -0.93], [-0.44, 0.29, -0.40], [0.29, -0.08, 0.19], [0.02, -0.07, -0.04]], "lowdin_charge": [0.9334, -0.0549, -0.0816, 0.1047, -0.0321, 0.0186, 0.6228, 0.1457, -0.1068, 0.1009, 0.1640, -0.1536, 0.1053, 0.1127, -0.2513, 0.1330, -0.2255, -0.1913, 0.1058, 0.4008, 0.1513, -0.0704, -0.2658, 0.0073, 0.0876, -0.6391, -0.2289, -0.0471, 0.1397, 0.1025, 0.0988, 0.2137, 0.9694, -0.1320, 0.1292, 0.1104, -0.0777, -0.0929, -0.0772, 0.1500, 0.6050, -0.0250, 0.0996, -0.2104, 0.1059, -0.0666, 0.1053, -0.1531, -0.0842, -0.0766, 0.1096, -0.0810, 0.0928, -0.1080, -0.0950, 0.1407, -0.6371, 0.1535, 0.0992, -0.0175, -0.0669, 0.0970, -0.1879, 0.1089, -0.1927, -0.0838, -0.6665, 0.1085, -0.0758, -0.3832, -0.2041, -0.0603, 0.1509, -0.1074, -0.6445, -0.0926, 0.1750, -0.2109]}



[2]
{"formula": "C26H23F6NbP2S5Sb2", "method": "ωB97M-V/def2-TZVPD", "total_charge": -2, "homo_lumo_gap_ev": 4.35, "homo_ev": -1.08, "symbols": ["H", "C", "C", "H", "F", "H", "Sb", "H", "C", "C", "C", "C", "H", "H", "C", "H", "C", "Nb", "F", "H", "P", "H", "H", "H", "C", "C", "F", "F", "H", "C", "C", "H", "C", "H", "F", "Sb", "F", "C", "C", "C", "H", "C", "H", "H", "H", "S", "C", "H", "H", "H", "H", "C", "C", "P", "C", "S", "S", "C", "S", "C", "C", "S", "H", "C", "C"], "positions_angstrom": [[-0.1217, 2.3302, -1.4496], [-1.8829, 3.7613, 1.0876], [-0.9245, 5.4370, -0.3582], [4.1738, 0.5799, 4.1916], [-1.7169, -6.1002, -4.7799], [0.4541, 0.3212, -2.6521], [-1.7180, -4.4726, -3.6230], [-2.2573, -1.0464, 2.7516], [1.4077, -0.1992, -2.6564], [-0.5528, 3.0891, -0.8047], [3.0166, -1.6908, -1.6557], [-1.3029, 2.7312, 0.3238], [3.3330, -2.3365, -0.8372], [-0.1210, 0.1906, 6.2503], [-1.0879, 0.7697, 2.5092], [0.8013, 2.1308, 5.0128], [0.1245, 1.4423, 4.5137], [-1.7188, -1.2266, -1.3191], [-2.5764, -3.4283, -5.0929], [2.9290, -1.5559, 4.3816], [-1.5962, 1.0381, 0.8094], [-3.4186, -3.4823, -0.3408], [1.9365, 0.5626, -4.6044], [3.9548, 1.9634, 2.1450], [-0.3894, 0.3512, 5.2094], [3.4081, 1.0272, 2.2271], [-3.5211, -4.9706, -2.9240], [0.0851, -3.9744, -4.3220], [-3.3082, -2.2601, 0.9918], [3.5352, 0.2500, 3.3762], [2.8393, -0.9508, 3.4825], [0.2141, 4.6941, -2.0253], [-0.3632, 4.4318, -1.1417], [2.5052, 1.2228, 0.2911], [-1.7188, -2.8446, -2.4666], [-3.6870, 0.7414, -4.0785], [-0.8597, -5.5167, -2.1531], [-0.4355, 0.0599, -0.1088], [1.8711, -0.6040, 1.2746], [3.8429, -1.5643, -2.7709], [-2.4966, 3.5186, 1.9546], [1.7930, -0.9980, -1.5735], [-2.1386, 5.8846, 1.3622], [-0.7795, 6.4810, -0.6247], [-0.2322, -1.2266, -2.3734], [-0.3439, -2.6777, 0.1474], [2.2406, -0.0662, -3.7709], [-1.6428, -1.3968, 5.1004], [1.4784, -2.3160, 2.5511], [4.1013, -0.6411, -4.6957], [0.2148, 2.5018, 2.6588], [3.4576, -0.7436, -3.8257], [-1.6873, 5.1025, 0.7561], [0.8408, -1.1723, -0.0800], [-0.2170, 1.6474, 3.1740], [-1.7090, 0.7661, -2.7254], [-3.1564, 0.1380, 0.1370], [-1.5874, -0.3316, 3.2291], [-4.7274, 1.7822, -2.6719], [2.0158, -1.3759, 2.4390], [-1.2421, -0.5392, 4.5656], [-3.7111, -1.2364, -2.7251], [4.7843, -2.1066, -2.8148], [2.5826, 0.6043, 1.1828], [-2.9936, -2.5014, -0.0443]], "forces_ev_per_a": [[-0.12, -0.10, 0.32], [0.18, 0.09, -0.24], [0.00, -0.14, -0.03], [-0.05, -0.03, -0.10], [0.02, 1.69, 1.26], [0.35, 0.24, 0.05], [-0.23, -0.99, -1.45], [0.10, 0.31, -0.07], [0.81, 0.48, -0.26], [0.20, 0.06, -0.03], [-0.38, 0.33, 0.14], [-0.57, 1.78, 0.57], [-0.08, 0.08, -0.07], [-0.03, 0.04, -0.10], [-0.55, 0.60, 1.53], [-0.06, -0.06, -0.10], [-0.06, -0.28, -0.25], [-0.41, 3.02, -0.90], [1.19, -1.36, 1.85], [-0.02, 0.07, -0.12], [5.18, -2.64, -2.28], [0.05, 0.32, -0.10], [-0.09, -0.09, 0.18], [-0.11, -0.11, -0.05], [0.05, 0.11, -0.02], [-0.34, -0.25, -0.15], [2.19, 0.57, -0.63], [-2.15, -0.54, 0.95], [0.26, -0.21, -0.53], [-0.06, -0.14, 0.04], [-0.12, 0.23, -0.14], [-0.09, -0.13, 0.12], [-0.25, -0.09, 0.37], [-0.11, -0.18, 0.05], [0.78, -4.16, -1.82], [3.41, -3.33, -4.50], [-1.04, 1.29, -1.60], [0.55, -0.06, -0.07], [1.45, -0.98, 1.00], [0.00, 0.08, -0.14], [0.10, -0.01, -0.12], [2.29, -0.81, -0.72], [0.04, -0.12, -0.07], [-0.01, -0.10, 0.04], [-0.95, -0.60, 1.05], [0.46, -4.39, 1.03], [0.04, -0.13, 0.43], [0.05, 0.10, -0.10], [0.03, 0.14, -0.20], [-0.06, -0.02, 0.08], [-0.19, -0.10, -0.05], [-0.02, -0.16, 0.16], [-0.03, -0.19, 0.04], [-2.73, 6.03, 0.14], [0.06, -0.10, 0.23], [1.86, 1.29, -0.65], [-3.77, 1.43, 0.87], [0.00, -0.01, 0.09], [-4.94, 5.23, 4.53], [0.07, 0.24, 0.02], [0.10, 0.14, -0.42], [-1.95, -2.48, 0.73], [-0.13, 0.05, 0.02], [0.12, -0.01, 0.11], [-0.30, -0.94, 0.08]], "lowdin_charge": [0.0345, -0.0954, -0.1082, 0.0901, -0.4271, -0.0617, 1.5823, 0.0827, -0.1656, -0.1027, -0.0912, -0.3294, 0.1023, 0.0903, -0.3130, 0.0959, -0.0997, 0.6296, -0.4035, 0.0954, 0.4356, 0.0023, 0.1019, 0.0956, -0.1166, -0.0961, -0.4081, -0.3997, -0.0455, -0.1175, -0.1032, 0.1001, -0.0757, 0.1139, -0.6669, 0.0709, -0.4151, -0.7139, -0.3255, -0.1145, 0.1063, -0.3703, 0.0902, 0.0903, -0.0189, 0.3993, -0.0677, 0.0962, 0.0884, 0.0893, 0.1059, -0.1086, -0.1067, 0.4086, -0.0846, -0.0757, 0.3244, -0.0821, -0.3618, -0.0909, -0.0956, -0.0966, 0.0877, -0.0730, -0.1816]}



[3]
{"formula": "C26H23N2O5OsS2", "method": "ωB97M-V/def2-TZVPD", "total_charge": -1, "homo_lumo_gap_ev": [6.22, 6.12], "homo_ev": [-4.24, -4.28], "symbols": ["O", "S", "H", "C", "H", "H", "H", "C", "O", "C", "C", "C", "Os", "C", "H", "H", "C", "S", "C", "H", "H", "O", "C", "H", "C", "C", "H", "H", "H", "C", "C", "C", "C", "C", "C", "H", "C", "O", "C", "H", "H", "H", "H", "C", "C", "N", "H", "H", "O", "H", "C", "C", "H", "C", "N", "H", "C", "C", "H"], "positions_angstrom": [[0.5982, 1.0658, -0.9585], [1.5477, -0.7609, 1.3360], [1.4478, -1.3651, 4.8245], [-2.2010, 1.1484, -1.5775], [-0.9166, 2.7879, -5.6415], [5.4894, -1.7400, -3.5595], [1.5301, -0.8059, -4.9385], [0.6987, 2.5711, -4.2238], [-0.9948, 0.6734, 1.7430], [2.5139, -2.0904, -1.9785], [-0.6058, -3.1835, 3.8361], [-2.9453, 1.3903, 5.3266], [-0.3370, -0.4716, 0.1446], [0.1812, -1.5052, -2.7610], [4.5368, -2.5185, -1.4130], [3.9940, -0.8833, -5.3347], [1.1042, 2.1568, -2.9807], [-1.1496, -2.2473, 1.2956], [3.8846, -2.1443, -2.1928], [2.8179, -1.0491, 3.7550], [3.0667, 0.5539, -2.2018], [2.3844, 2.4812, -2.6225], [-2.2934, 1.1190, 4.1320], [-3.1923, 1.5715, -1.7327], [-4.3009, 1.6865, 5.3288], [3.1837, 1.5784, -1.8562], [2.9418, 1.6266, -0.7975], [2.3173, -2.7098, 4.0904], [-6.0631, 1.9386, 4.1286], [-1.1751, 1.4412, -2.5305], [-0.1554, -2.3122, 2.6957], [-4.3556, 1.4414, 2.9362], [2.2093, -1.1818, -4.1844], [-2.9954, 1.1455, 2.9323], [1.9536, -1.6932, 3.9124], [2.0850, -2.4107, -1.0395], [3.5784, -1.2280, -4.3956], [-0.5530, -1.3734, -3.7224], [1.0282, -1.6369, 2.7262], [0.1821, -3.8718, 4.1534], [-0.8818, -2.5776, 4.7041], [4.2119, 1.8992, -2.0239], [-1.2388, 0.8784, 4.1062], [0.1816, 1.5025, -2.0994], [4.4185, -1.7080, -3.3977], [-2.9564, 0.7666, 0.5578], [-1.4793, -3.7671, 3.5479], [1.4467, 3.0243, -4.8635], [-0.2313, -1.6224, -1.5301], [-4.8101, 1.8968, 6.2614], [-0.6332, 2.4470, -4.6547], [1.6739, -1.6019, -2.9710], [-2.6018, 1.8498, -4.0835], [-5.0044, 1.7101, 4.1304], [-2.0184, 0.5330, -0.4590], [-2.3936, 1.3681, 6.2583], [-2.2788, 0.8360, 1.6676], [-1.5580, 1.9176, -3.7998], [-4.8874, 1.4530, 1.9946]], "forces_ev_per_a": [[0.07, 0.10, 0.04], [-0.14, 0.04, -0.06], [0.00, 0.01, 0.00], [-0.01, -0.03, 0.02], [0.00, 0.00, 0.00], [0.00, 0.00, 0.00], [0.00, 0.00, 0.00], [-0.01, -0.02, -0.02], [0.07, 0.09, 0.03], [0.00, 0.01, 0.00], [0.02, 0.00, 0.01], [0.00, 0.00, 0.00], [0.24, -0.31, 0.09], [0.04, 0.13, 0.09], [0.00, 0.00, 0.00], [0.00, 0.00, 0.00], [-0.01, 0.00, -0.02], [-0.07, -0.01, -0.04], [0.00, -0.02, 0.00], [0.00, 0.00, 0.00], [-0.02, -0.03, -0.01], [-0.02, 0.03, 0.04], [0.00, -0.01, 0.01], [0.00, 0.01, -0.01], [0.00, 0.00, 0.00], [-0.05, -0.01, -0.04], [-0.02, 0.01, 0.02], [0.00, 0.00, 0.01], [0.00, 0.00, 0.00], [0.01, 0.03, 0.01], [0.01, 0.03, -0.03], [0.00, 0.01, 0.00], [-0.01, 0.03, 0.02], [-0.01, 0.00, -0.01], [-0.01, -0.01, -0.01], [-0.01, 0.01, 0.04], [0.01, 0.00, 0.00], [-0.02, -0.09, -0.02], [0.01, 0.00, -0.01], [0.00, 0.01, 0.00], [-0.01, 0.00, 0.00], [0.00, -0.01, 0.00], [0.00, 0.00, 0.00], [-0.04, 0.00, 0.02], [0.00, -0.02, -0.01], [0.09, 0.00, 0.05], [0.00, 0.00, 0.00], [0.00, 0.00, 0.00], [-0.07, 0.05, -0.07], [0.00, 0.00, 0.00], [0.03, 0.00, -0.01], [0.00, -0.01, 0.00], [0.00, 0.00, 0.00], [0.00, 0.00, 0.00], [-0.02, 0.02, -0.05], [0.00, 0.00, 0.00], [-0.06, 0.00, -0.10], [-0.01, -0.01, 0.02], [0.00, 0.00, 0.00]], "lowdin_charge": [-0.2112, 0.6802, 0.0744, -0.0395, 0.0905, 0.0933, 0.1172, -0.0128, -0.2506, -0.0406, -0.1303, -0.0895, 1.0946, -0.5789, 0.0990, 0.0963, -0.2119, 0.6884, -0.0871, 0.0544, 0.0629, -0.0802, -0.0188, 0.1348, -0.1076, -0.0540, 0.0796, 0.0726, 0.0949, -0.1529, -0.7601, -0.0320, -0.0284, -0.1374, -0.1352, 0.0852, -0.0906, 0.0694, -0.7552, 0.0709, 0.0777, 0.0888, 0.1142, -0.2778, -0.1073, 0.0866, 0.0560, 0.1139, -0.2586, 0.0926, -0.1022, -0.1401, 0.1084, -0.0946, -0.1594, 0.0959, -0.4880, -0.0649, 0.1048]}